{"formula": "C4H7NO2", "method": "ωB97M-V with the def2-TZVPD basis set", "total_charge": 0, "relative_energy_kcal_mol": 130.8, "fmax_ha_per_bohr": 0.1373, "e_lumo_ev": 0.19, "homo_ev": -9.09, "spin_multiplicity": 1, "orbital_gap_ev": 9.275, "total_energy_ev": -9841.6081, "species": ["O", "O", "N", "C", "C", "C", "C", "H", "H", "H", "H", "H", "H", "H"], "coordinates": [[-0.29314, -1.62744, -1.96298], [-0.47908, 1.75058, -1.14944], [-0.74331, -0.93580, 0.08120], [0.46481, 1.39081, -0.31670], [0.47666, 1.04683, 1.26070], [-1.13322, -1.33391, -1.15894], [0.69437, -0.58459, 0.18616], [1.11350, -0.75147, -0.75976], [1.22355, 0.80354, 1.98052], [1.16265, -1.19355, 1.11476], [-2.26278, -1.44055, -1.26082], [-0.45609, 1.43480, 1.82303], [1.48332, 1.81842, -0.56900], [-1.25126, -0.37766, 0.73128]]}